Entry 1:
ORCA calculation (ωB97M-V/def2-TZVPD) on the molecule C2H9N3OS in a non-equilibrium geometry.

Values from the calculation:
- E_HOMO (eV) = -8.5014
- charge = 0
- Kohn-Sham gap (eV) = 9.2
- energy relative to the best compared isomer or geometry (same formula, charge and spin) (kJ/mol) = 78.5

CARTESIAN COORDINATES (ANGSTROEM)
S1 -0.19581 -0.56937 -0.11793
O1 -0.10840 -1.20990 -1.36644
N1 -1.38203 0.39563 0.26145
N2 1.14870 0.43025 0.20029
N3 0.00943 -1.71648 1.09963
C1 1.98311 1.05159 -0.78528
C2 -2.55867 0.20806 -0.51790
H1 1.68118 0.60676 -1.80729
H2 -3.24611 -0.55594 -0.16181
H3 0.62870 1.15973 0.70694
H4 3.05028 0.91881 -0.61082
H5 0.59144 -1.30800 1.77422
H6 0.13685 -2.64947 0.73364
H7 1.94352 2.10996 -1.09544
H8 -2.32774 -0.13379 -1.51341
H9 -3.14714 1.18985 -0.59863



Entry 2:
ORCA calculation (ωB97M-V/def2-TZVPD) on a cluster of 2 separate species, C2H9N3OS in total in a non-equilibrium geometry.

Values from the calculation:
- E_HOMO (alpha / beta) (eV) = -5.3608 / -8.8533
- charge = 0
- Kohn-Sham gap (alpha / beta) (eV) = 6.0 / 6.5
- spin multiplicity = 3
- energy relative to the best compared isomer or geometry (same formula, charge and spin) (kJ/mol) = 38.5

CARTESIAN COORDINATES (ANGSTROEM)
S1 0.07641 -0.73465 -1.39984
O1 1.15925 -1.45738 -0.80717
N1 -0.04181 -1.16584 -3.08974
N2 0.67903 0.86648 -1.65836
N3 -0.21504 0.73216 1.44260
C1 -1.29285 0.13916 1.41721
C2 0.62832 0.62666 2.56027
H1 0.19413 0.08084 3.35499
H2 -0.03276 1.44162 -2.10386
H3 1.50257 0.00539 2.28353
H4 -1.89010 0.15152 0.46029
H5 -1.06921 -0.87509 -3.42102
H6 0.06773 -2.08995 -3.16372
H7 0.92956 1.25388 -0.80784
H8 -1.55175 -0.59750 2.06083
H9 0.85651 1.62269 2.87183



Entry 3:
ORCA calculation (ωB97M-V/def2-TZVPD) on a cluster of 2 separate species, C2H9N4 in total in a non-equilibrium geometry.

Values from the calculation:
- E_HOMO (eV) = -12.7862
- charge = +1
- Kohn-Sham gap (eV) = 6.7
- energy relative to the best compared isomer or geometry (same formula, charge and spin) (kJ/mol) = 211.7

CARTESIAN COORDINATES (ANGSTROEM)
N1 0.40061 -2.19092 1.45771
N2 -1.19948 1.30468 -0.51756
N3 0.62015 -0.21221 -0.93894
N4 0.83429 2.05792 -1.49267
C1 -0.66795 -1.87086 2.08844
C2 0.08617 0.98139 -0.95086
H1 1.13657 -1.52349 1.35091
H2 0.37598 -3.00525 0.78636
H3 -0.63799 -1.05161 2.80823
H4 -0.14738 -0.87259 -0.69792
H5 -1.27415 2.29230 -0.12003
H6 -1.55715 -2.48431 1.86797
H7 -1.56868 0.67289 0.21278
H8 1.78044 1.69114 -1.66027
H9 0.79409 2.90145 -0.93341



Entry 4:
ORCA calculation (ωB97M-V/def2-TZVPD) on a cluster of 2 separate species, C2H9N4 in total in a non-equilibrium geometry.

Values from the calculation:
- E_HOMO (alpha / beta) (eV) = -12.7378 / -13.2636
- charge = +1
- Kohn-Sham gap (alpha / beta) (eV) = 6.7 / 8.7
- energy relative to the best compared isomer or geometry (same formula, charge and spin) (kJ/mol) = 737.8

CARTESIAN COORDINATES (ANGSTROEM)
N1 1.23380 0.23498 0.70836
N2 1.60909 -0.99927 0.07051
N3 0.10487 -0.50222 -1.53160
N4 -0.31411 0.44786 -0.90273
C1 -2.33249 -0.13874 0.48475
C2 0.65101 1.21571 -0.16271
H1 2.38154 -0.87444 -0.63522
H2 -0.39748 -1.28226 -1.88594
H3 0.85719 0.21574 1.64954
H4 -2.85545 0.63279 -0.17374
H5 1.40035 1.65767 -0.72106
H6 0.29833 1.96968 0.54541
H7 -2.40662 -1.18782 0.53058
H8 1.73052 -1.78866 0.70199
H9 -1.96054 0.39899 1.32187



Entry 5:
ORCA calculation (ωB97M-V/def2-TZVPD) on the ion C2H9N4 with charge +1 in a non-equilibrium geometry.

Values from the calculation:
- E_HOMO (alpha / beta) (eV) = -9.4552 / -14.9975
- charge = +1
- Kohn-Sham gap (alpha / beta) (eV) = 6.2 / 7.8
- spin multiplicity = 3
- energy relative to the best compared isomer or geometry (same formula, charge and spin) (kJ/mol) = 388.9

CARTESIAN COORDINATES (ANGSTROEM)
N1 2.84128 -0.10263 -0.13646
N2 -0.76884 -0.20868 0.28166
N3 -1.58141 -1.21955 -0.22039
N4 0.48148 -0.22549 -0.34702
C1 1.58056 0.05033 0.27927
C2 -1.65034 1.26959 -0.19809
H1 -2.55496 0.81933 0.05351
H2 -1.20129 1.90773 0.52138
H3 1.34630 0.22019 1.42892
H4 3.65487 0.32238 0.26421
H5 -1.58387 -2.05842 0.37970
H6 -0.84240 -0.33523 1.24835
H7 -1.34472 -1.38599 -1.19165
H8 -1.23467 1.13690 -1.23776
H9 2.85802 -0.19048 -1.12563



Entry 6:
ORCA calculation (ωB97M-V/def2-TZVPD) on a cluster of 2 separate species, C2H9N4O in total in a non-equilibrium geometry.

Values from the calculation:
- E_HOMO (eV) = -14.6697
- charge = +1
- Kohn-Sham gap (eV) = 11.7
- energy relative to the best compared isomer or geometry (same formula, charge and spin) (kJ/mol) = 184.3

CARTESIAN COORDINATES (ANGSTROEM)
O1 -0.67781 -1.94211 2.89273
N1 0.03736 -0.22316 -0.83651
N2 -1.49026 -1.14528 0.79852
N3 1.61431 0.84326 -1.93153
N4 0.23685 2.10638 -0.65365
C1 0.54695 0.91873 -1.15078
C2 -0.70468 -1.16140 1.83207
H1 -1.43033 -2.55606 3.10118
H2 0.45844 -1.09452 -1.21686
H3 -0.74705 -0.22392 -0.14543
H4 1.77760 -0.00704 -2.54892
H5 2.10896 1.72345 -2.22331
H6 -2.25161 -1.71968 1.16544
H7 -0.12280 2.12641 0.31145
H8 0.21091 -0.60339 1.66083
H9 0.43318 2.95832 -1.05523



Entry 7:
ORCA calculation (ωB97M-V/def2-TZVPD) on a cluster of 2 separate species, C2H9N4S in total in a non-equilibrium geometry.

Values from the calculation:
- E_HOMO (eV) = -12.5188
- charge = +1
- Kohn-Sham gap (eV) = 9.1
- energy relative to the best compared isomer or geometry (same formula, charge and spin) (kJ/mol) = 229.9

CARTESIAN COORDINATES (ANGSTROEM)
S1 2.00848 1.07559 0.28413
N1 -0.83589 1.45193 -0.50484
N2 2.06935 -1.38446 -0.05246
N3 -0.22439 -0.60004 0.37652
N4 -2.41148 0.00160 0.40956
C1 1.10454 -0.45263 -0.17784
C2 -1.18279 0.32646 0.11754
H1 2.94890 -0.98831 0.16300
H2 0.12609 1.72381 -0.54026
H3 1.81497 -2.26973 -0.53901
H4 -2.64654 -0.85291 0.78958
H5 -3.06967 0.70347 0.25189
H6 -0.50835 -1.48668 0.75824
H7 -1.48743 2.03294 -0.87168
H8 0.70976 -0.23953 -1.99426
H9 1.58447 0.95850 1.52987



Entry 8:
ORCA calculation (ωB97M-V/def2-TZVPD) on a structure of composition C2H9N5O in a non-equilibrium geometry.

Values from the calculation:
- E_HOMO (alpha / beta) (eV) = -7.6979 / -7.6971
- charge = 0
- Kohn-Sham gap (alpha / beta) (eV) = 8.6 / 8.6
- energy relative to the best compared isomer or geometry (same formula, charge and spin) (kJ/mol) = 559.2

CARTESIAN COORDINATES (ANGSTROEM)
O1 -0.50248 -2.04742 -0.59378
N1 -1.56982 0.32892 0.02137
N2 0.87147 -0.51485 0.60566
N3 0.14637 1.91025 1.18926
N4 -0.92689 1.99001 0.76004
N5 -2.47961 0.71183 -0.97932
C1 -0.14369 -0.89309 -0.53734
C2 2.26794 -0.75185 0.18816
H1 2.41067 -1.78248 -0.14124
H2 0.63284 -1.14963 1.36568
H3 2.94272 -0.54126 1.01932
H4 -1.98690 0.74343 -1.86642
H5 -2.10143 -0.07539 0.79168
H6 -2.82013 1.65491 -0.78337
H7 0.09213 -0.28411 -1.42646
H8 0.65870 0.78114 1.02355
H9 2.50808 -0.08042 -0.63682



Entry 9:
ORCA calculation (ωB97M-V/def2-TZVPD) on a cluster of 2 separate species, C2H9N6 in total in a non-equilibrium geometry.

Values from the calculation:
- E_HOMO (eV) = -13.5233
- charge = +1
- Kohn-Sham gap (eV) = 9.7
- energy relative to the best compared isomer or geometry (same formula, charge and spin) (kJ/mol) = 234.8

CARTESIAN COORDINATES (ANGSTROEM)
N1 4.04768 0.69524 -0.67001
N2 -0.17963 -0.12441 1.36717
N3 -0.66421 -0.56101 0.23455
N4 -2.04535 1.47807 -0.19110
N5 3.38020 0.16264 0.14222
N6 2.62820 -0.09929 0.90643
C1 -0.18451 -1.41947 -0.54078
C2 -2.04086 0.03689 -0.17966
H1 -0.52865 -1.60834 -1.62110
H2 -0.46344 0.84726 1.73620
H3 0.54849 -2.04897 -0.11630
H4 -2.80371 1.81606 0.41170
H5 -2.35708 -0.35514 -1.12173
H6 0.68129 -0.64439 1.47696
H7 -2.66464 -0.31974 0.62581
H8 -2.10594 1.75596 -1.15578
H9 4.75215 0.38865 -1.30457



Entry 10:
ORCA calculation (ωB97M-V/def2-TZVPD) on a cluster of 2 separate species, C2H9NO in total in a non-equilibrium geometry.

Values from the calculation:
- E_HOMO (eV) = -9.2997
- charge = 0
- Kohn-Sham gap (eV) = 10.2
- energy relative to the best compared isomer or geometry (same formula, charge and spin) (kJ/mol) = 108.8

CARTESIAN COORDINATES (ANGSTROEM)
O1 -2.11720 0.42626 -1.85520
N1 1.78571 -0.64833 1.17810
C1 0.18423 0.08583 -0.48320
C2 0.34378 -0.43079 0.90329
H1 0.89932 0.91843 -0.59293
H2 0.38259 -0.65507 -1.27587
H3 -0.18920 -1.40063 0.87519
H4 2.33108 0.20365 1.00669
H5 -0.16805 0.21319 1.64408
H6 1.95807 -0.90446 2.15655
H7 -3.03127 0.65265 -1.56974
H8 -1.54167 1.05978 -1.36973
H9 -0.83737 0.47950 -0.61726



Short version: energy = -19570.00496 -19566.07410 -8172.63242 -8167.17984 -8165.63426 -10221.33992 -19006.72885 -11713.71410 -11149.66476 -5756.39527 eV, in the order given.